H7NP2Si | ωB97M-V with the def2-TZVPD basis set

Atoms and positions in Å:
N: -0.41622 -0.49132 0.05849
Si: -0.27012 0.84309 -0.89588
P: 2.63054 -2.57575 -0.52627
P: -1.34314 2.23697 0.73144
H: -1.06518 -1.12204 -0.23087
H: 0.97372 1.68073 -0.91873
H: -1.02536 1.33887 -1.94451
H: 2.65547 -1.96515 0.86452
H: 1.35963 -3.19596 0.00273
H: -1.00250 1.76400 2.11452
H: -2.49687 1.48656 0.74457

The calculation puts the relative energy (zero: lowest compared OMol25 entry of this formula, charge and spin) at 3.963 eV. Its HOMO-LUMO gap (alpha / beta) is 7.50 / 6.95 eV. The LUMO energy (alpha / beta) comes out at -1.2048 / -1.8109 eV. As for the spin multiplicity: 1.

Mulliken atomic charge list, values in e, 4 entries: -0.420 0.332 -0.106 -0.129